# C33H69N3O9

A 9-piece molecular cluster, C33H69N3O9 overall in a non-equilibrium geometry (ωB97M-V with the def2-TZVPD basis set, the OMol25 dataset).

```
114
Properties=species:S:1:pos:R:3:forces:R:3:lowdin_charge:R:1
C -1.393 -4.765 0.577 1.237 -0.323 0.391 -0.0702
N -2.721 -4.821 0.020 0.298 -0.072 1.377 -0.1803
C -3.689 -3.889 0.562 0.958 1.809 -0.167 -0.0318
C -3.001 -5.565 -1.057 -0.940 -0.159 -0.047 -0.3484
O -4.116 -5.627 -1.546 0.399 -0.075 -0.258 0.0086
H -0.853 -5.699 0.410 -0.190 -0.070 -0.235 0.0857
H -1.353 -4.622 1.658 -0.677 -0.053 0.031 0.0810
H -0.720 -3.974 0.221 -0.438 0.232 -0.470 0.0798
H -4.745 -4.119 0.498 0.128 -0.441 -0.447 0.0936
H -3.458 -3.558 1.578 0.169 -0.856 0.241 0.0829
H -3.431 -2.956 0.041 -0.891 0.121 -0.251 0.0745
H -2.132 -6.129 -1.421 0.022 -0.107 -0.129 0.1348
C 0.713 3.441 -3.045 -0.278 0.251 -0.548 -0.0328
N 0.201 3.910 -4.328 1.171 0.126 -0.189 -0.2062
C -1.172 4.321 -4.380 -0.677 0.193 0.317 -0.0806
C 0.982 3.820 -5.448 -1.377 -0.005 0.515 -0.3502
O 2.090 3.345 -5.500 0.131 0.186 -0.214 0.0274
H 0.010 2.683 -2.691 0.120 0.125 0.500 0.0785
H 0.811 4.312 -2.395 -0.213 -0.285 0.413 0.0907
H 1.698 3.001 -3.167 -0.043 -0.033 -0.200 0.0875
H -1.800 3.428 -4.314 -0.316 0.201 -0.018 0.0741
H -1.446 5.008 -3.573 0.311 -0.308 0.375 0.0896
H -1.466 4.922 -5.241 0.489 -0.450 -0.473 0.0887
H 0.361 4.210 -6.279 0.651 -0.044 -0.453 0.1320
C 6.289 1.144 3.035 1.059 0.988 -0.186 -0.0544
N 5.495 1.836 2.014 0.555 -0.954 1.187 -0.1720
C 4.138 1.362 1.944 -1.313 0.377 0.417 -0.0505
C 5.930 2.944 1.387 -0.378 0.030 -1.481 -0.3342
O 5.256 3.559 0.575 -0.032 0.066 0.399 0.0039
H 7.354 1.224 2.800 -0.052 -0.026 -0.174 0.0838
H 6.071 0.084 3.120 -0.322 0.023 -0.220 0.0709
H 6.194 1.627 4.010 -0.339 -0.175 0.118 0.0900
H 3.875 0.915 2.907 0.281 -0.389 -0.117 0.0881
H 3.401 2.168 1.911 0.302 0.199 -0.584 0.0662
H 3.921 0.657 1.141 0.216 0.047 -0.025 0.0931
H 6.987 3.228 1.511 -0.029 -0.298 0.579 0.1388
C -0.876 0.213 -0.415 -0.511 -0.509 -1.460 -0.1519
C -0.101 -0.734 -1.336 0.038 -0.061 -1.136 -0.1593
C 1.287 -0.665 -0.764 1.925 0.424 -0.441 -0.1961
O 1.281 0.130 0.424 -0.610 -0.359 0.840 -0.1520
C 0.189 1.046 0.270 -0.190 -0.497 -0.109 -0.1792
H -1.410 -0.509 0.202 -0.032 0.735 0.809 0.0972
H -1.604 0.757 -1.018 0.000 0.313 0.350 0.1013
H 0.023 -0.464 -2.391 -0.464 0.614 0.137 0.0947
H -0.610 -1.695 -1.435 0.379 -0.238 0.615 0.1048
H 1.948 -0.093 -1.431 -0.262 -0.095 -0.407 0.1234
H 1.838 -1.603 -0.670 -0.334 -0.071 0.754 0.1091
H 0.522 1.905 -0.326 -0.124 -0.074 -0.214 0.1094
H -0.177 1.446 1.214 0.404 -0.317 0.280 0.1070
C -1.258 -0.499 4.631 -0.261 -0.186 0.296 -0.1611
C 0.204 -0.917 4.522 0.078 0.890 -0.651 -0.1524
C 0.227 -1.846 3.315 -0.697 -1.174 0.228 -0.1696
O -1.156 -2.075 2.934 0.116 0.000 -0.526 -0.1603
C -2.009 -1.667 3.974 -0.071 1.463 0.606 -0.2189
H -1.465 0.402 4.051 0.170 -0.059 -0.157 0.1086
H -1.581 -0.257 5.645 0.043 -0.270 0.062 0.1126
H 0.567 -1.380 5.437 0.150 0.039 -0.057 0.1115
H 0.777 -0.035 4.232 0.366 -0.072 0.619 0.1046
H 0.624 -2.835 3.569 0.243 0.105 0.052 0.1040
H 0.781 -1.467 2.458 -0.237 0.197 -0.052 0.0937
H -2.268 -2.464 4.678 0.179 -0.159 -0.063 0.1201
H -2.921 -1.191 3.607 -0.165 -0.709 -0.504 0.1109
C -6.564 -0.739 0.508 -0.774 0.007 0.282 -0.1576
C -5.455 -0.684 -0.535 -0.118 0.336 -1.404 -0.1645
C -4.249 -0.080 0.174 -1.141 -0.428 0.325 -0.2086
O -4.766 0.597 1.310 -0.657 0.903 0.251 -0.1411
C -5.971 -0.076 1.747 1.774 -1.755 0.438 -0.1813
H -6.945 -1.742 0.707 0.176 -0.022 0.146 0.1089
H -7.427 -0.160 0.178 0.046 -0.034 -0.178 0.1048
H -5.873 -0.102 -1.361 0.515 0.485 0.067 0.1065
H -5.117 -1.580 -1.059 -0.468 -0.486 0.535 0.1028
H -3.672 0.603 -0.439 0.058 0.099 0.156 0.1052
H -3.653 -0.945 0.482 0.438 0.296 0.221 0.0866
H -6.621 0.468 2.428 0.039 0.933 -0.700 0.1178
H -5.604 -0.864 2.423 -0.049 -0.289 -0.079 0.1045
C 4.443 -3.791 3.071 -0.138 -0.024 -0.099 -0.1698
C 3.213 -4.387 2.397 -0.315 0.359 -0.131 -0.1675
C 2.996 -3.498 1.170 1.072 -0.368 0.544 -0.1782
O 4.351 -3.116 0.817 -0.679 0.420 -0.979 -0.1414
C 5.278 -3.296 1.864 -1.676 -0.678 1.674 -0.1983
H 4.950 -4.577 3.628 0.136 0.250 0.188 0.1076
H 4.210 -2.957 3.735 -0.150 -0.099 0.054 0.1045
H 2.337 -4.358 3.044 0.014 -0.434 0.015 0.0950
H 3.498 -5.396 2.098 -0.475 -0.127 -0.052 0.1157
H 2.345 -2.651 1.400 0.384 0.360 0.129 0.0851
H 2.527 -3.989 0.317 0.275 -0.235 -0.065 0.1159
H 5.664 -2.337 2.203 0.889 -0.083 -0.699 0.1027
H 5.950 -4.132 1.669 0.659 0.659 -0.590 0.1203
C 0.614 4.433 1.747 -1.372 0.034 0.516 -0.1613
C 1.914 4.636 1.012 0.944 0.769 -0.826 -0.1643
C 2.904 5.064 2.110 0.499 -1.174 -0.401 -0.2162
O 2.134 5.480 3.211 -0.651 1.131 0.399 -0.1363
C 0.918 4.714 3.231 1.997 -1.372 -0.451 -0.1700
H 0.236 3.416 1.656 -0.026 0.030 -0.077 0.0715
H -0.186 5.095 1.414 0.105 0.047 -0.198 0.1100
H 1.894 5.423 0.252 -0.509 0.275 0.291 0.1068
H 2.267 3.811 0.389 0.018 -0.439 0.603 0.0973
H 3.642 5.789 1.768 -0.480 0.570 0.233 0.1230
H 3.555 4.223 2.377 -0.286 -0.235 0.288 0.0839
H 0.145 5.093 3.893 0.042 0.744 -0.353 0.1176
H 1.225 3.761 3.687 -0.275 -0.222 0.053 0.1096
C -2.084 0.797 -5.893 0.997 -0.193 -0.165 -0.1634
C -2.306 0.378 -7.350 -0.899 1.169 -1.238 -0.1696
C -2.578 -1.131 -7.325 1.024 0.549 1.515 -0.1549
O -1.644 -1.476 -6.274 0.070 -1.187 -0.550 -0.1619
C -1.712 -0.537 -5.231 -1.155 0.009 -0.276 -0.2162
H -2.959 1.273 -5.456 -0.019 -0.093 0.033 0.1035
H -1.227 1.468 -5.805 -0.202 0.243 -0.115 0.0930
H -1.461 0.617 -7.997 0.376 -0.394 0.318 0.1099
H -3.066 1.046 -7.776 -0.395 -0.554 -0.024 0.1063
H -2.289 -1.739 -8.176 0.068 0.349 -0.268 0.1180
H -3.592 -1.423 -7.033 -0.116 0.260 0.061 0.1166
H -0.744 -0.535 -4.737 -0.148 -0.040 0.245 0.1098
H -2.555 -0.819 -4.585 0.431 -0.103 0.489 0.1169
```
Forces are in eV/Å.

Results
SMILES: CN(C)C=O.CN(C)C=O.CN(C)C=O.C1CCOC1.C1CCOC1.C1CCOC1.C1CCOC1.C1CCOC1.C1CCOC1
Gap between HOMO and LUMO (eV): 9.651
Charge: 0
Maximum force (eV Å⁻¹): 2.534